The following is a quantum chemistry calculation of a 2-piece molecular cluster, C6H8F6O4P overall, from the Open Molecules 2025 dataset.

The geometry in XYZ format:
```
25
Properties=species:S:1:pos:R:3:forces:R:3
C -1.886 1.254 0.150 4.3 -2.0 -4.2
C -1.034 0.715 -0.673 -3.8 3.1 2.7
O -0.196 0.305 -1.784 -0.8 -2.0 2.8
C 0.346 -1.011 -1.446 -0.5 -1.9 4.7
O 0.148 -1.464 -0.269 1.1 1.9 -6.3
O 1.100 -1.727 -2.423 -0.9 3.5 1.6
C 2.160 -0.868 -2.999 1.4 -0.1 -1.4
C 3.352 -0.540 -1.965 -0.1 0.2 0.1
C 3.151 0.800 -1.092 0.8 0.1 0.4
O 4.027 0.662 0.092 -1.0 0.3 -0.3
H -2.570 1.865 0.861 1.6 -1.8 -1.4
H 1.726 0.062 -3.539 0.6 -1.5 1.2
H 2.631 -1.517 -3.846 -1.1 1.0 1.6
H 4.343 -0.419 -2.568 -1.8 -0.3 1.0
H 3.487 -1.442 -1.244 -0.3 1.6 -1.3
H 3.574 1.719 -1.672 -1.2 -1.5 0.8
H 2.083 0.981 -0.713 1.5 -0.3 -1.0
H 3.613 1.092 0.875 0.3 -0.5 -1.1
F -4.574 -0.102 1.893 -1.0 2.1 -2.6
P -4.294 -0.067 3.466 -0.1 -0.4 0.2
F -5.368 -0.424 4.594 -1.2 -2.6 1.8
F -3.166 -0.414 4.542 0.4 -1.6 2.8
F -4.299 -1.617 3.085 0.9 -3.0 1.3
F -5.256 1.208 3.529 -0.1 3.3 -1.0
F -3.099 0.950 3.149 1.2 2.3 -2.5
```
Positions in Å, forces in eV/Å.

The value obtained for the maximum force is 6.62 eV Å⁻¹. Its charge is -1. Its energy is -40135.1839 eV. For the LUMO energy, the calculation gives 2.40 eV. The gap between HOMO and LUMO comes out at 9.600 eV.

Mulliken atomic charge list, values in e, 4 entries: atom 1 (C): -0.20, atom 2 (C): -0.03, atom 3 (O): -0.28, atom 4 (C): 0.66